Record 1
{
  "formula": "C25H51NO9S5",
  "method": "ωB97M-V with the def2-TZVPD basis set",
  "total_charge": 0,
  "e_homo_ha": -0.29251,
  "mol_weight_g_mol": 670.02,
  "spin_multiplicity": 1,
  "total_energy_ha": -3705.3154,
  "elements": ["C", "C", "C", "C", "N", "C", "C", "C", "C", "C", "O", "S", "O", "O", "O", "C", "C", "O", "C", "C", "C", "C", "C", "C", "H", "H", "H", "H", "H", "H", "H", "H", "H", "H", "H", "H", "H", "H", "H", "H", "H", "H", "H", "H", "H", "H", "H", "H", "H", "H", "H", "C", "S", "O", "C", "H", "H", "H", "H", "H", "H", "C", "S", "O", "C", "H", "H", "H", "H", "H", "H", "C", "S", "O", "C", "H", "H", "H", "H", "H", "H", "C", "S", "O", "C", "H", "H", "H", "H", "H", "H"],
  "xyz": [[-1.81770, -3.09934, 1.16313], [-0.92157, -1.77788, 0.73927], [0.05299, -2.01262, -0.55589], [-0.71563, -2.32007, -1.96871], [-2.14035, -1.84117, -2.05897], [-2.28124, -0.36110, -2.28519], [-3.55602, 0.08393, -1.35836], [-3.84204, 1.69582, -1.28607], [-5.04721, 2.08354, -0.19306], [-5.94948, 0.79324, 0.26413], [-2.88174, -0.31693, -3.65394], [-2.14654, 0.88241, -4.63654], [-3.17010, 1.74548, -5.46654], [-1.10966, 0.14268, -5.56405], [-1.36895, 1.74476, -3.34821], [-0.97825, 0.61079, -2.44616], [-0.32377, 1.36070, -1.14342], [-0.38527, 2.83008, -1.44352], [0.39829, 3.54652, -0.39594], [1.71936, 4.40507, -0.84984], [2.64415, 5.17825, 0.29326], [2.24121, 5.08990, 1.88132], [0.86930, 4.25441, 2.32473], [-0.05070, 3.48520, 1.20644], [-2.94247, -2.83534, 0.90172], [-1.52877, -4.01093, 0.47857], [-1.79624, -3.34622, 2.31157], [-0.19773, -1.57571, 1.66693], [-1.54277, -0.79584, 0.60156], [0.85610, -1.13208, -0.62173], [0.70075, -2.98532, -0.31170], [-0.04150, -1.97563, -2.89185], [-0.75716, -3.50942, -2.06742], [-2.75980, -2.21638, -1.30962], [-3.49981, -0.42511, -0.28310], [-4.52140, -0.40135, -1.86630], [-4.21370, 2.09539, -2.34365], [-2.92453, 2.35435, -0.97856], [-4.46137, 2.44526, 0.77863], [-5.71121, 2.98289, -0.54714], [-6.80195, 1.12820, 1.02960], [-5.29100, 0.01086, 0.88007], [-6.39324, 0.21675, -0.65706], [-0.02304, 0.20566, -3.03437], [0.82436, 1.08743, -1.06408], [-0.88091, 1.14831, -0.13554], [2.00527, 4.46585, -1.98925], [3.58431, 5.78434, -0.05485], [2.92076, 5.61690, 2.68702], [0.56064, 4.20204, 3.47163], [-1.03245, 2.88698, 1.51723], [8.06293, 5.60058, 1.28859], [6.57421, 5.23951, 0.32641], [5.41362, 5.86750, 1.03887], [6.54249, 3.46773, 0.69137], [8.25823, 6.67428, 1.23643], [7.91404, 5.31003, 2.33129], [8.91173, 5.05847, 0.86535], [6.48718, 3.30920, 1.77078], [7.44082, 2.99524, 0.28757], [5.66062, 3.03165, 0.21604], [5.50642, -0.47124, -0.48483], [4.01770, -0.83231, -1.44701], [2.85711, -0.20432, -0.73454], [3.98598, -2.60409, -1.08205], [5.70172, 0.60245, -0.53699], [5.35753, -0.76179, 0.55788], [6.35522, -1.01335, -0.90806], [3.93066, -2.76262, -0.00264], [4.88431, -3.07658, -1.48585], [3.10411, -3.04017, -1.55738], [5.62675, -5.42407, 3.53071], [4.37963, -4.72793, 2.42052], [5.09999, -4.15095, 1.23852], [3.91704, -3.35200, 3.50046], [6.08455, -6.28694, 3.04128], [6.39630, -4.67819, 3.74348], [5.14988, -5.74681, 4.45910], [4.79211, -2.73418, 3.71463], [3.49591, -3.74236, 4.42974], [3.16409, -2.74778, 2.98881], [-9.14588, -2.30042, -1.29308], [-9.36462, -2.13312, 0.49482], [-8.40900, -1.07923, 0.96924], [-8.65495, -3.74215, 0.92003], [-9.49152, -1.38164, -1.77273], [-8.09022, -2.45623, -1.52784], [-9.73951, -3.14248, -1.65642], [-7.62969, -3.80853, 0.54885], [-9.26462, -4.53710, 0.48456], [-8.65308, -3.84359, 2.00792]],
  "atomic_forces_ev_per_a": [[-1.00, 0.82, -0.97], [1.22, -0.15, 0.88], [0.82, -0.35, 0.60], [0.71, -1.82, 0.11], [2.18, 1.73, 0.09], [-1.93, -1.08, 0.46], [-0.57, 0.51, 0.26], [-1.01, 0.79, -0.13], [0.88, -0.60, 1.03], [0.09, 0.03, 0.68], [1.57, 2.80, -1.59], [0.07, -0.53, -4.68], [4.01, -3.31, 4.40], [-3.72, 2.97, 4.25], [-2.06, -3.08, -1.72], [2.13, 1.00, 0.17], [0.43, 0.23, 0.08], [2.01, 0.06, 3.38], [1.98, 1.68, 2.07], [-1.20, -0.42, 3.88], [-3.66, -2.20, 1.13], [-2.35, -1.87, -3.19], [1.03, 0.02, -3.74], [3.20, 1.97, -1.01], [2.11, -0.74, 0.60], [-0.45, 1.66, 1.63], [0.19, 0.43, -2.42], [-1.45, -0.25, -2.10], [0.93, -2.06, 0.29], [-1.96, -1.85, 0.05], [-1.29, 2.03, -0.50], [-1.80, -0.57, 2.01], [-0.02, 2.55, 0.14], [1.00, 0.77, -0.76], [0.20, 1.35, -2.25], [2.33, 0.93, 0.96], [1.01, -1.08, 2.11], [-1.50, -1.53, -0.77], [-1.41, -0.63, -1.95], [1.33, -1.88, 0.49], [1.75, -0.79, -1.99], [-1.37, 1.74, -1.42], [0.62, 1.26, 1.91], [-2.48, -0.09, 1.42], [-2.47, 0.29, -0.03], [1.00, 0.25, -2.01], [-0.70, -0.18, 2.59], [-2.14, -1.38, 0.93], [-1.61, -1.23, -1.89], [0.72, 0.12, -2.83], [2.44, 1.50, -0.72], [0.03, 0.05, 0.11], [-0.20, 0.08, 0.28], [0.80, -0.25, -0.13], [-0.08, -0.09, 0.07], [-0.13, -0.15, -0.07], [-0.09, 0.00, -0.11], [-0.11, 0.03, -0.03], [-0.02, 0.10, -0.07], [-0.03, 0.11, -0.02], [0.04, 0.20, 0.04], [0.00, 0.08, 0.16], [-0.01, -0.13, 0.04], [0.35, -0.15, -0.05], [-0.22, 0.15, 0.05], [-0.13, -0.13, -0.09], [-0.07, -0.04, -0.11], [-0.13, 0.01, -0.02], [0.11, 0.09, -0.24], [-0.06, 0.09, 0.08], [0.08, 0.19, -0.05], [0.13, 0.00, 0.00], [0.21, 0.10, -0.05], [-0.12, -0.18, 0.66], [0.03, 0.11, -0.03], [-0.15, 0.14, -0.02], [-0.11, 0.00, -0.08], [-0.03, 0.03, -0.11], [-0.01, -0.10, -0.07], [0.02, -0.03, -0.11], [0.09, -0.15, -0.02], [0.08, 0.02, -0.09], [0.36, 0.31, 0.12], [-0.40, -0.64, -0.29], [0.10, -0.06, 0.04], [0.02, -0.09, 0.18], [-0.06, 0.03, 0.10], [0.01, 0.06, 0.08], [-0.08, 0.10, 0.00], [0.00, 0.10, 0.02], [-0.06, 0.13, -0.15]]
}

***

Record 2
{
  "formula": "C25H52BBr10F",
  "method": "ωB97M-V with the def2-TZVPD basis set",
  "total_charge": 0,
  "e_homo_ha": -0.35797,
  "mol_weight_g_mol": 1181.54,
  "spin_multiplicity": 1,
  "total_energy_ha": -26848.5558,
  "elements": ["C", "C", "C", "C", "C", "C", "C", "C", "C", "C", "C", "C", "C", "B", "C", "C", "F", "H", "H", "H", "H", "H", "H", "H", "H", "H", "H", "H", "H", "H", "H", "H", "H", "H", "H", "H", "H", "H", "H", "H", "H", "H", "H", "H", "H", "H", "H", "H", "H", "Br", "C", "C", "Br", "H", "H", "H", "H", "Br", "C", "C", "Br", "H", "H", "H", "H", "Br", "C", "C", "Br", "H", "H", "H", "H", "Br", "C", "C", "Br", "H", "H", "H", "H", "Br", "C", "C", "Br", "H", "H", "H", "H"],
  "xyz": [[6.03314, -1.38219, -1.57765], [6.56333, -0.73936, -0.29443], [5.50076, -0.58580, 0.80402], [4.13392, -0.11526, 0.30857], [4.11668, 1.32258, -0.22335], [3.20332, 1.52686, -1.44136], [1.85420, 0.81405, -1.40732], [0.93924, 1.24030, -0.24602], [-0.30101, 0.32310, -0.12064], [-0.68274, -0.13554, 1.29410], [0.43084, -0.74374, 2.15441], [0.57000, -2.27307, 2.04183], [1.65489, -2.63462, 0.97435], [1.49632, -4.07081, 0.39962], [1.50962, -4.43200, -1.13629], [0.91617, -3.30690, -2.01454], [1.85149, -2.64274, -2.81287], [5.47710, -0.64861, -2.16378], [6.84583, -1.76792, -2.18858], [5.32658, -2.17668, -1.33285], [7.34650, -1.39404, 0.09712], [7.04236, 0.22117, -0.49303], [5.86775, 0.06536, 1.60056], [5.35522, -1.57591, 1.25054], [3.44390, -0.16472, 1.15426], [3.75225, -0.83462, -0.41509], [3.77098, 1.98970, 0.57261], [5.12965, 1.65779, -0.45782], [3.08305, 2.58585, -1.67890], [3.74731, 1.10569, -2.29663], [1.34913, 1.09829, -2.33823], [1.93760, -0.27391, -1.44133], [1.48238, 1.35125, 0.69244], [0.57886, 2.23863, -0.51372], [-0.19558, -0.51183, -0.81550], [-1.14975, 0.90421, -0.48879], [-1.44681, -0.91295, 1.17711], [-1.18015, 0.67982, 1.82465], [0.18329, -0.51942, 3.19604], [1.41214, -0.30394, 1.98104], [0.98147, -2.62229, 2.98997], [-0.37675, -2.76872, 1.83653], [1.64745, -1.84420, 0.22079], [2.62919, -2.56657, 1.47272], [1.39650, -4.96692, 1.19183], [0.95124, -5.34518, -1.31331], [2.54677, -4.59163, -1.43057], [0.53541, -2.51869, -1.36344], [0.08950, -3.62618, -2.64325], [1.17023, 3.81182, -4.13098], [-0.34976, 3.14069, -5.14138], [-1.37240, 2.50654, -4.23842], [-0.79176, 0.75206, -3.63459], [0.04314, 2.44819, -5.87825], [-0.77128, 4.00816, -5.64423], [-2.30408, 2.33958, -4.77442], [-1.56771, 3.09684, -3.34897], [-6.26683, -0.84871, 4.39405], [-4.97118, 0.07268, 3.27129], [-4.30697, -0.85968, 2.29596], [-2.96664, -1.97055, 3.15566], [-4.26662, 0.55189, 3.94021], [-5.54207, 0.83355, 2.74399], [-3.76512, -0.29011, 1.54168], [-5.00681, -1.53124, 1.80965], [-7.64231, 3.92461, 5.19951], [-6.12748, 3.27193, 6.22475], [-4.87066, 4.02727, 5.87950], [-4.15307, 3.47504, 4.15800], [-6.05146, 2.20657, 6.02832], [-6.38902, 3.43011, 7.26845], [-4.08778, 3.81315, 6.60349], [-5.02632, 5.09947, 5.82105], [5.09551, -5.95499, -5.32052], [3.50806, -7.06191, -5.11442], [2.24520, -6.25134, -5.23190], [1.90974, -5.20933, -3.61291], [3.59619, -7.55840, -4.15363], [3.56820, -7.80001, -5.91104], [1.38464, -6.90864, -5.34000], [2.27250, -5.55467, -6.06384], [-4.81386, 6.45247, 0.88737], [-6.50418, 5.72915, 1.52152], [-7.59161, 6.77149, 1.53565], [-7.39641, 7.99385, 3.03411], [-6.31553, 5.30735, 2.50435], [-6.75475, 4.93145, 0.82577], [-8.56154, 6.29872, 1.67351], [-7.60871, 7.37727, 0.63585]],
  "atomic_forces_ev_per_a": [[-0.18, 0.52, 0.23], [0.10, -0.24, 0.20], [-0.15, -0.36, -0.23], [0.15, 0.26, 0.42], [-0.46, 0.27, 0.09], [0.69, -0.81, -0.37], [-0.26, 0.72, 0.12], [-0.29, 0.04, -0.63], [0.03, 0.70, 0.23], [0.21, -0.40, -0.56], [-0.67, -0.34, 0.61], [1.31, 0.33, -0.22], [-0.56, 0.17, -0.05], [0.37, -0.13, 0.10], [-0.91, 1.18, 0.85], [-0.37, 0.99, 1.08], [0.09, 0.14, 0.23], [-0.01, -0.06, -0.11], [-0.04, -0.09, -0.06], [0.15, -0.21, -0.11], [0.10, 0.14, 0.09], [-0.03, 0.01, -0.18], [0.02, 0.05, -0.01], [0.01, 0.02, 0.10], [-0.06, -0.12, -0.03], [0.05, 0.10, -0.18], [0.11, -0.04, 0.11], [0.00, -0.02, -0.14], [-0.11, 0.06, 0.20], [-0.08, 0.09, -0.10], [0.19, -0.24, 0.30], [0.28, -0.02, 0.08], [0.05, -0.19, 0.04], [0.10, 0.13, 0.27], [0.03, -0.19, 0.16], [-0.11, -0.22, -0.16], [0.02, 0.19, 0.04], [0.20, 0.15, 0.03], [0.03, 0.04, 0.01], [-0.04, 0.17, -0.11], [-0.42, -0.31, 0.10], [-0.12, 0.07, 0.11], [0.14, -0.09, -0.15], [0.06, -0.04, -0.04], [-0.01, -0.03, -0.02], [0.18, -0.20, 0.08], [0.15, -0.07, 0.34], [-0.16, 0.00, -0.02], [0.09, -0.16, -0.10], [0.02, -0.07, -0.02], [0.07, 0.23, 0.07], [-0.11, -0.23, -0.07], [-0.34, 0.01, -0.24], [-0.03, -0.04, 0.01], [-0.03, -0.01, 0.02], [0.02, 0.03, -0.04], [0.03, 0.04, -0.01], [0.05, 0.03, 0.06], [-0.24, -0.07, -0.04], [0.23, 0.01, -0.03], [-0.23, -0.17, 0.21], [0.06, -0.01, -0.03], [0.03, 0.01, -0.02], [-0.01, 0.03, 0.02], [-0.05, 0.02, 0.02], [-0.05, -0.04, -0.07], [-0.10, 0.13, 0.02], [0.13, -0.17, 0.02], [0.00, 0.17, -0.04], [0.05, 0.00, -0.01], [0.02, 0.03, 0.00], [-0.01, -0.03, 0.00], [-0.05, 0.00, 0.01], [-0.01, -0.01, 0.08], [0.13, 0.02, -0.19], [-0.20, 0.11, 0.25], [0.69, -1.85, -2.59], [-0.04, 0.01, 0.02], [-0.03, 0.01, -0.01], [0.03, -0.04, -0.02], [0.06, -0.03, -0.03], [0.01, -0.01, 0.07], [0.09, 0.00, -0.16], [-0.08, -0.04, 0.20], [0.03, 0.04, -0.03], [-0.04, 0.00, 0.01], [-0.04, 0.01, 0.00], [0.01, -0.03, 0.00], [0.05, -0.03, -0.03]]
}